1.
Computed, not measured: a molecular structure, C30H32ClN3SSi2Sr at a distorted geometry, with ωB97M-V with the def2-TZVPD basis set.

Calculated values
**Frontier orbital gap (alpha / beta)**: 6.060 / 5.818 eV
**2S+1**: 1
**E_HOMO (alpha / beta)**: -0.2476 / -0.2438 Eh
**Energy relative to the best compared isomer or geometry (same formula, charge and spin)**: 39.9 kcal/mol

Cartesian coordinates (Å):
H1 2.26157 2.85472 0.90499
C1 -0.43159 0.47205 -2.05965
H2 0.01117 2.96964 0.71727
C2 -1.83239 -8.79135 1.92688
H3 -0.58211 -4.23457 4.83719
C3 -6.28016 -3.99478 0.42495
C4 0.66747 -6.80896 3.65872
C5 2.02480 -5.41769 2.21442
H4 0.16193 -3.90963 0.55996
N1 -1.32605 1.54331 1.37257
C6 0.99657 1.23933 1.15855
C7 -1.83818 -6.91655 0.39159
C8 -5.58009 -6.22021 -0.20921
H5 -8.39124 -3.58279 0.23942
H6 0.84900 -2.91580 3.58290
C9 2.36746 -7.81689 2.25179
C10 0.96437 -5.54716 3.12480
H7 -3.70206 -2.63282 -0.87383
N2 -0.03262 2.14090 1.31511
H8 -0.12763 -6.90777 4.40163
C11 -2.68914 -3.49390 2.36211
C12 -6.90012 -6.55078 -0.53351
H9 -0.59618 -8.66318 0.15515
H10 0.59779 -1.52018 -2.09998
H11 -2.04587 2.24312 1.17119
C13 -0.89426 -3.79157 0.81549
N3 2.15584 1.85101 0.80836
H12 3.50034 -6.44572 1.02276
C14 -2.49976 -0.33971 -2.67281
H13 -4.79008 -6.96398 -0.34142
Cl1 -4.26949 0.37580 0.98021
H14 2.31289 -4.42651 1.85527
H15 -3.54533 -0.39007 -2.98044
H16 1.11101 -8.91883 3.61817
H17 -1.58072 -4.04865 -1.24145
H18 2.99378 1.29080 0.73214
C15 2.70457 -6.55320 1.76142
C16 -1.86011 -3.74089 -0.23092
H19 -1.46976 1.24612 2.34364
C17 -1.35477 -8.17426 0.76884
H20 -3.09630 -3.61815 3.37034
C18 -5.26388 -4.95365 0.29577
H21 2.89035 -8.70448 1.89120
H22 -4.31195 -2.17378 1.63528
H23 -1.45745 -6.45601 -0.52301
Si1 -0.07004 -4.07212 3.55427
H24 -7.12915 -7.54734 -0.91095
H25 -1.45464 -9.77297 2.21730
H26 -8.95228 -5.86313 -0.60794
H27 -6.05567 -2.98344 0.77327
H28 -2.17270 1.86077 -2.34538
C19 -7.60424 -4.32759 0.11077
C20 -3.44902 -2.77800 1.37193
C21 -7.91992 -5.60474 -0.36671
C22 -2.78082 -8.14105 2.72279
H29 -3.15437 -8.61188 3.63344
Sr1 -1.98611 -0.83975 0.25551
C23 -0.31780 -0.93715 -2.21649
Si2 -3.47339 -4.54207 0.76917
H30 0.39181 1.15609 -1.84625
C24 -1.59326 -1.43935 -2.61065
C25 -3.09248 -2.99975 -0.04251
C26 -3.25075 -6.87702 2.35209
S1 0.84650 -0.41497 1.41160
C27 -1.78021 0.84216 -2.33234
H31 -3.98454 -6.37250 2.98774
C28 -2.79330 -6.26954 1.17893
H32 -1.81851 -2.46904 -2.88654
C29 -1.28630 -3.74193 2.15011
C30 1.36425 -7.93653 3.21851

What are the Löwdin partial charges on each atom? They are as follows, in elementary charge units: 0.1110 -0.2286 0.1508 -0.0999 -0.0439 -0.0739 -0.1088 -0.1106 0.1178 -0.1026 -0.8803 -0.0801 -0.0843 0.1055 -0.0282 -0.0894 -0.3331 0.1509 -0.0719 0.0994 -0.1841 -0.0775 0.1058 0.0849 0.0744 -0.1516 0.0902 0.1023 -0.2158 0.1025 -0.2835 0.0993 0.0883 0.1026 0.1284 0.1006 -0.0855 -0.2166 0.0799 -0.0810 0.1321 -0.1989 0.1027 0.0652 0.1049 0.7346 0.1034 0.1030 0.1036 0.0998 0.0844 -0.0772 -0.3031 -0.0818 -0.0846 0.1031 1.0682 -0.2331 0.6412 0.0771 -0.2480 -0.3918 -0.0920 0.6083 -0.2063 0.1106 -0.2465 0.0813 -0.3265 -0.0971

2.
Computed, not measured: 6 unconnected molecules or ions with the total composition C30H32F4O2 at a distorted geometry, with ωB97M-V with the def2-TZVPD basis set.

Calculated values
**Frontier orbital gap**: 9.520 eV
**2S+1**: 1
**SMILES**: Fc1ccccc1.Fc1ccccc1.Fc1ccccc1.Fc1ccccc1.CC(C)=O.CC(C)=O
**E_HOMO**: -0.3433 Eh
**Energy relative to the best compared isomer or geometry (same formula, charge and spin)**: 23.1 kcal/mol

Cartesian coordinates (Å):
H1 1.75823 -1.35833 6.97934
H2 -1.57695 0.61535 0.55516
H3 0.17660 3.87945 2.49261
C1 -0.75001 6.24860 4.73227
H4 0.20482 -0.17983 -2.21365
O1 -2.04664 -1.63709 -0.58581
C2 -0.79471 7.35235 3.88936
C3 0.71941 -6.25488 -1.03585
C4 -0.24656 -7.82923 -2.53178
H5 -0.68590 1.35001 -0.83876
H6 3.87080 0.83804 -5.40593
C5 -0.64407 7.24919 2.49568
H7 -0.78505 8.13719 1.89736
C6 -0.64673 -0.84954 -2.33389
C7 -0.08387 4.86956 2.83648
H8 -1.27757 -0.61581 -3.19151
H9 1.12893 -9.47221 -3.09156
C8 -0.62233 -2.30366 4.77917
C9 -0.40098 5.00357 4.18653
C10 6.43977 2.47071 -7.84298
C11 -0.05304 -3.46149 4.25174
C12 5.97213 1.19524 -5.84630
H10 -2.44721 1.14195 -0.86100
C13 -0.26351 5.99737 1.97032
F1 1.77703 -5.00533 4.32051
C14 -1.50644 0.70280 -0.52903
H11 -6.58710 1.13237 2.39725
H12 -1.30682 -6.11863 -1.72984
O2 -7.26609 2.47006 -0.21020
C15 4.60775 1.18704 -6.11411
H13 -5.49206 1.09510 0.93052
C16 -6.78355 2.73007 0.89758
C17 6.89398 1.77521 -6.71939
H14 2.69412 -3.55713 6.24770
H15 -7.89410 4.59390 1.12486
C18 0.01778 -1.58930 5.79202
C19 -5.98446 1.70232 1.69008
C20 -7.08496 4.04204 1.60322
F2 4.62182 3.04008 -9.33042
H16 -0.41129 4.14978 4.84785
C21 1.19109 -3.85273 4.77371
H17 -0.10050 5.91374 0.90598
C22 5.08892 2.42728 -8.17340
H18 0.68577 -5.37125 -0.41579
H19 -0.42270 -0.73322 6.28140
H20 -5.14998 2.14324 2.23536
C23 -0.37284 -6.65685 -1.79615
C24 0.98439 -8.55362 -2.54229
H21 -0.57156 -4.07934 3.53354
C25 1.25528 -1.96931 6.24440
F3 3.21117 -8.70640 -1.87284
C26 2.03934 -8.03605 -1.81254
C27 4.14489 1.80163 -7.29574
C28 -1.47015 -0.70854 -1.08472
H22 -0.33276 -1.89212 -2.38439
H23 -1.09200 8.26424 4.38582
C29 1.80368 -3.13872 5.80223
C30 1.93465 -6.95410 -1.01322
H24 7.12168 2.97736 -8.50984
H25 6.26970 0.80478 -4.88433
H26 -6.23253 4.71139 1.71915
F4 -0.97534 6.37997 6.03028
H27 -1.54399 -1.95781 4.33495
H28 -1.11395 -8.15535 -3.08646
H29 3.09321 1.81568 -7.54108
H30 7.94829 1.75230 -6.48636
H31 -7.46932 3.79987 2.59404
H32 2.83441 -6.76296 -0.44727

What are the Löwdin partial charges on each atom? They are as follows, in elementary charge units: 0.1082 0.0812 0.0950 -0.3031 0.0754 0.0717 -0.0262 -0.0774 -0.0702 0.0734 0.0993 -0.0742 0.0997 -0.0228 -0.0726 0.0941 0.1112 -0.0805 -0.0273 -0.0266 -0.0093 -0.1058 0.0868 -0.0822 0.0341 -0.0239 0.0882 0.1015 0.0452 -0.0867 0.0761 -0.4640 -0.0794 0.1168 0.0786 -0.1029 -0.0278 -0.0326 0.0168 0.1091 -0.2476 0.0893 -0.2284 0.0993 0.0996 0.0745 -0.0980 0.0027 0.1134 -0.1047 0.0510 -0.3175 -0.0061 -0.5196 0.0831 0.1110 -0.0286 -0.0215 0.1126 0.0972 0.0826 0.0816 0.1015 0.0974 0.1049 0.1020 0.0795 0.1219